1.
C36H50Cl4IN3O8 | the ωB97M-V functional and the def2-TZVPD basis

Last column: Mulliken charge in e.
Element x y z (Å)
C 1.259 3.605 0.111  -1.44
C 0.522 3.053 -1.071  0.65
Cl 1.517 2.442 -2.377  -0.16
C -0.804 3.010 -1.221  -0.50
Cl -1.761 3.599 0.119  -0.20
C -1.399 2.416 -2.465  0.42
C -1.631 1.085 -2.430  1.04
C -2.195 0.341 -3.461  0.09
C -2.508 0.988 -4.616  -0.85
I -3.315 -0.183 -6.193  0.17
C -2.294 2.374 -4.707  0.98
C -2.712 3.034 -6.021  -1.72
C -1.735 2.761 -7.160  1.14
C -0.684 1.877 -7.063  -0.65
C 0.171 1.638 -8.109  -0.93
C 0.026 2.292 -9.307  -0.63
C -1.031 3.171 -9.418  -0.65
C -1.899 3.403 -8.387  0.92
C -3.073 4.363 -8.542  -1.60
C -1.755 3.106 -3.657  0.81
C -1.605 4.621 -3.824  -0.79
Cl -0.011 5.270 -3.320  -0.15
C -2.792 5.475 -3.232  0.31
C -3.727 5.887 -4.401  -1.54
Cl -3.838 4.561 -2.105  -0.17
C -2.336 -1.114 -3.031  0.11
O -3.076 -1.952 -3.485  -0.63
N -1.443 -1.198 -1.962  0.23
C -1.517 -2.357 -1.084  0.06
C -1.218 -3.660 -1.842  0.38
O -0.105 -4.003 -2.151  -0.54
O -2.301 -4.437 -2.194  -0.48
C -1.363 0.077 -1.335  -0.25
O -1.148 0.211 -0.155  -0.62
H 0.691 4.348 0.667  0.43
H 1.664 2.820 0.756  0.29
H 2.138 4.134 -0.284  0.37
H -2.931 4.090 -5.909  0.00
H -3.666 2.558 -6.295  0.72
H -0.481 1.325 -6.150  0.33
H 0.979 0.921 -7.997  0.41
H 0.689 2.112 -10.145  0.40
H -1.136 3.686 -10.370  0.39
H -3.931 3.917 -8.031  0.34
H -3.356 4.451 -9.594  0.45
H -2.844 5.346 -8.119  0.27
H -1.651 4.811 -4.892  0.32
H -2.423 6.409 -2.807  0.55
H -4.273 4.974 -4.676  0.40
H -4.489 6.600 -4.085  0.42
H -3.170 6.198 -5.289  0.34
H -2.539 -2.475 -0.696  0.32
H -0.839 -2.302 -0.235  0.04
H -2.483 -4.307 -3.134  0.36
C 0.780 -4.792 5.601  -0.61
O -0.345 -4.454 4.808  -0.40
C -0.085 -3.392 3.896  -0.55
C -0.153 -3.893 2.468  0.22
N 0.973 -4.768 2.163  -0.33
C 0.848 -5.464 0.882  -0.67
C -0.275 -6.488 0.743  -0.43
O -0.117 -7.631 1.567  -0.46
C -0.651 -7.511 2.874  -0.59
H 0.469 -5.543 6.326  0.25
H 1.580 -5.216 4.985  0.29
H 1.154 -3.917 6.142  0.28
H 0.871 -2.903 4.101  0.04
H -0.876 -2.649 4.044  0.39
H -0.136 -3.036 1.787  0.06
H -1.112 -4.416 2.343  0.21
H 1.056 -5.459 2.897  0.11
H 1.794 -5.984 0.714  0.34
H 0.755 -4.721 0.085  0.38
H -0.246 -6.859 -0.285  0.35
H -1.270 -6.046 0.877  0.34
H -1.524 -6.854 2.903  0.27
H 0.108 -7.152 3.574  0.21
H -0.954 -8.505 3.203  0.29
C 1.642 2.190 5.173  -0.71
O 3.055 2.156 5.252  -0.32
C 3.570 2.698 6.465  -0.84
C 4.240 1.615 7.287  -0.20
N 3.255 0.682 7.822  -0.32
C 3.836 -0.513 8.430  -0.74
C 4.578 -1.481 7.511  -0.50
O 3.744 -2.130 6.567  -0.37
C 3.553 -1.420 5.354  -0.52
H 1.356 1.844 4.180  0.22
H 1.186 1.527 5.915  0.30
H 1.265 3.208 5.309  0.35
H 2.796 3.213 7.041  0.41
H 4.324 3.439 6.186  0.40
H 4.784 2.077 8.116  0.40
H 4.966 1.106 6.639  0.19
H 2.641 0.392 7.072  0.06
H 3.012 -1.062 8.892  0.38
H 4.505 -0.208 9.241  0.42
H 4.985 -2.277 8.142  0.35
H 5.440 -1.018 7.016  0.35
H 4.420 -0.812 5.088  0.32
H 2.659 -0.793 5.421  0.13
H 3.381 -2.147 4.559  0.25

Calculated values
Kohn-Sham gap	7.8	eV

***

2.
C36H50N8O10P2RbS | the ωB97M-V functional and the def2-TZVPD basis

Last column: Mulliken charge in e.
Element x y z (Å)
Rb -1.044 -0.204 0.182  0.97
C -4.583 0.492 1.950  -1.10
N -3.188 0.867 2.045  0.17
C -2.818 1.368 3.350  -0.84
C -1.390 1.827 3.316  0.16
N -0.728 2.142 2.243  -0.38
C 0.523 2.533 2.694  0.29
C 1.611 2.995 1.956  -0.10
C 2.758 3.330 2.653  -0.82
C 2.828 3.199 4.048  -0.50
C 1.752 2.742 4.791  -1.09
C 0.598 2.421 4.086  0.67
N -0.653 1.973 4.466  -0.11
C -4.828 -0.277 0.692  -0.19
N -3.933 -0.665 -0.171  0.75
C -4.647 -1.345 -1.149  -0.10
C -4.195 -1.942 -2.323  -0.54
C -5.129 -2.553 -3.139  -0.67
C -6.490 -2.573 -2.802  -0.37
C -6.956 -1.977 -1.643  -1.24
C -6.010 -1.361 -0.833  0.55
N -6.101 -0.655 0.351  0.14
H -5.197 1.402 1.930  0.50
H -4.932 -0.129 2.788  0.26
H -2.647 0.021 1.901  -0.52
H -2.948 0.621 4.150  0.46
H -3.452 2.226 3.602  0.37
H 1.529 3.090 0.879  0.27
H 3.619 3.705 2.113  0.51
H 3.744 3.469 4.559  0.40
H 1.815 2.647 5.868  0.40
H -0.941 1.679 5.381  0.24
H -3.143 -1.928 -2.577  0.44
H -4.808 -3.027 -4.058  0.41
H -7.192 -3.068 -3.461  0.37
H -8.008 -1.995 -1.387  0.39
H -6.903 -0.585 0.952  0.23
C -4.915 2.160 -2.137  -0.89
C -3.545 2.694 -2.365  0.11
N -2.448 2.229 -1.813  0.10
C -1.424 3.021 -2.281  0.40
C -1.925 3.974 -3.136  0.16
N -3.277 3.748 -3.172  -0.08
C -1.391 5.085 -3.964  0.49
O -0.099 5.293 -3.935  -0.60
O -2.164 5.749 -4.633  -0.70
C 0.002 2.805 -1.852  -0.33
O 0.874 3.567 -2.360  -0.97
O 0.207 1.878 -1.055  0.18
H -4.827 1.201 -1.635  -0.04
H -5.452 2.014 -3.077  0.42
H -5.504 2.831 -1.508  0.33
H -3.906 4.303 -3.730  0.23
H 0.364 4.610 -3.306  0.45
C 4.790 -1.355 3.828  -1.62
C 4.326 -0.653 2.569  1.29
C 5.076 0.635 2.311  -1.33
O 2.923 -0.348 2.746  -0.19
P 1.829 -0.922 1.742  0.70
O 0.476 -0.704 2.265  -1.08
C 2.184 -0.177 0.126  2.10
P 1.833 -1.231 -1.301  0.22
O 0.538 -1.921 -1.186  -0.96
O 3.021 -2.279 -1.434  -0.33
C 4.354 -2.119 -1.969  0.50
C 5.047 -0.841 -1.535  -0.90
C 4.337 -2.270 -3.477  -1.35
O 1.994 -0.214 -2.492  0.30
C 1.340 -0.289 -3.801  0.71
C -0.171 -0.287 -3.689  -1.58
C 1.874 0.907 -4.556  -1.53
O 2.229 -2.430 1.484  -0.05
C 1.665 -3.515 2.289  0.67
C 2.690 -4.626 2.245  -1.64
C 0.324 -3.907 1.713  -0.81
H 5.849 -1.612 3.758  0.37
H 4.219 -2.269 3.993  0.33
H 4.647 -0.699 4.688  0.33
H 4.428 -1.335 1.719  -0.08
H 4.935 1.321 3.147  0.29
H 4.723 1.138 1.410  0.21
H 6.142 0.428 2.197  0.46
H 3.227 0.135 0.094  -0.10
H 1.579 0.734 -0.002  -1.40
H 4.884 -2.968 -1.532  0.45
H 4.526 0.046 -1.900  0.11
H 6.053 -0.834 -1.960  0.58
H 5.148 -0.782 -0.451  -0.01
H 3.906 -1.389 -3.951  0.10
H 3.762 -3.149 -3.769  0.32
H 5.357 -2.386 -3.846  0.52
H 1.673 -1.222 -4.265  0.47
H -0.517 0.570 -3.111  0.25
H -0.538 -1.198 -3.223  0.35
H -0.588 -0.213 -4.696  0.56
H 1.595 1.827 -4.042  0.18
H 1.460 0.922 -5.566  0.44
H 2.962 0.867 -4.630  0.35
H 1.549 -3.139 3.310  0.40
H 2.815 -4.974 1.218  0.30
H 2.355 -5.467 2.855  0.41
H 3.658 -4.288 2.619  0.34
H 0.431 -4.112 0.647  0.14
H -0.425 -3.128 1.855  -0.07
H -0.038 -4.809 2.212  0.54
S -4.776 -2.576 4.272  -0.50
C -3.523 -2.338 3.192  0.14
N -2.645 -2.182 2.438  -0.51

Calculated values
relative energy (zero: lowest compared OMol25 entry of this formula, charge and spin)	14.8	kcal per mole
charge	-1
Kohn-Sham gap	6.7	eV

***

3.
C36H51BBr40F6N3O8SSi | the ωB97M-V functional and the def2-TZVPD basis

Last column: Mulliken charge in e.
Element x y z (Å)
C -2.310 6.009 -0.060  -0.09
C -2.957 5.009 -0.003  -0.92
C -3.729 3.805 0.381  -1.22
C -3.099 2.443 0.087  -0.14
C -1.657 2.206 0.629  -1.29
C -1.552 0.907 1.445  -1.12
N -0.334 0.025 1.220  1.64
C -0.522 -0.935 0.083  -0.70
C -1.295 -0.473 -1.175  -0.05
C -2.603 -1.238 -1.293  -0.19
F -2.588 -2.571 -1.088  -0.28
C -3.742 -0.614 -1.612  0.07
F -3.696 0.396 -2.473  -0.18
F -4.926 -0.873 -1.111  -0.25
C 1.018 0.682 1.507  1.05
C 2.016 -0.520 1.539  -2.14
C 3.422 -0.408 2.093  -0.61
O 3.916 -1.776 1.983  -0.30
Si 5.315 -1.991 2.895  0.90
C 6.195 -3.488 2.152  -0.35
C 6.517 -0.550 2.796  -1.02
C 4.998 -2.390 4.715  -1.10
S 1.660 1.863 0.278  0.94
O 3.077 1.984 0.439  -0.47
O 1.086 3.173 0.407  -0.50
C 1.435 1.398 -1.527  0.50
F 2.438 2.046 -2.131  -0.15
F 0.320 1.917 -2.040  -0.18
F 1.575 0.106 -1.810  -0.10
C 0.849 1.293 2.950  -0.91
Br 1.133 -0.064 4.382  0.00
B 1.936 2.475 3.348  0.96
O 1.491 3.760 3.370  -0.70
N 3.311 2.198 3.724  0.50
C 3.524 2.147 5.205  -1.22
C 4.149 3.307 3.193  -1.25
O -0.399 1.886 3.244  0.05
C -1.607 1.224 2.946  0.63
C -2.680 2.290 3.293  -1.85
O -3.954 1.864 2.915  -0.20
C -4.801 1.507 4.004  -0.49
O -1.902 0.103 3.773  -0.36
N -2.751 -0.883 3.166  0.59
O -2.421 -1.948 3.496  -0.51
H -2.049 7.038 -0.060  0.67
H -4.621 3.852 -0.256  0.58
H -4.095 3.900 1.401  0.29
H -3.784 1.700 0.499  0.42
H -3.106 2.314 -0.996  0.12
H -1.288 3.093 1.136  0.95
H -1.052 2.149 -0.275  -0.02
H -2.399 0.296 1.130  0.85
H -0.360 -0.582 2.054  0.79
H -1.157 -1.730 0.495  0.70
H 0.352 -1.491 -0.243  0.50
H -1.554 0.575 -1.261  -0.01
H -0.713 -0.722 -2.069  0.82
H 2.201 -0.781 0.486  0.23
H 1.550 -1.418 1.949  0.68
H 4.120 0.195 1.516  0.33
H 3.530 -0.137 3.139  0.13
H 5.504 -4.031 1.502  0.07
H 6.536 -4.176 2.926  -0.34
H 7.050 -3.186 1.543  0.33
H 7.412 -0.702 3.396  0.45
H 6.778 -0.391 1.745  0.29
H 6.026 0.374 3.127  0.13
H 5.521 -1.638 5.316  0.30
H 3.949 -2.409 5.013  0.25
H 5.488 -3.334 4.958  0.37
H 0.857 3.952 2.665  0.28
H 2.719 2.645 5.749  0.26
H 3.679 1.120 5.538  0.29
H 4.453 2.671 5.428  0.50
H 4.118 4.182 3.847  0.46
H 5.183 2.972 3.080  0.24
H 3.822 3.644 2.210  0.37
H -2.408 3.286 2.942  0.31
H -2.642 2.339 4.389  0.82
H -5.695 0.994 3.660  0.37
H -5.047 2.399 4.586  0.14
H -4.282 0.825 4.685  0.16
C -4.766 3.008 -4.960  -0.25
Br -6.502 3.560 -5.576  -0.03
Br -3.375 3.452 -6.209  0.00
Br -4.402 3.705 -3.200  0.03
H -4.787 1.931 -4.876  0.29
C 6.938 -7.701 3.694  0.39
Br 7.526 -8.395 1.999  0.00
Br 7.935 -6.133 4.195  -0.08
Br 5.040 -7.376 3.720  -0.03
H 7.146 -8.457 4.437  -0.28
C -9.788 2.100 -3.231  -0.31
Br -10.165 3.644 -2.146  0.00
Br -8.143 1.248 -2.699  0.06
Br -11.256 0.858 -3.246  -0.01
H -9.651 2.447 -4.245  0.27
C -5.056 -3.307 5.113  -0.06
Br -5.993 -3.240 3.433  0.01
Br -5.385 -1.732 6.173  -0.01
Br -5.443 -4.918 6.086  -0.01
H -4.000 -3.320 4.887  0.09
C 11.342 -6.841 2.639  0.14
Br 11.843 -6.822 4.499  0.00
Br 12.163 -5.396 1.667  -0.02
Br 11.702 -8.546 1.824  0.00
H 10.272 -6.687 2.597  -0.13
C -6.063 3.277 -9.472  0.25
Br -4.675 1.950 -9.594  -0.01
Br -5.374 5.049 -9.775  0.00
Br -7.539 2.873 -10.639  -0.03
H -6.439 3.251 -8.460  -0.22
C -3.326 2.242 -13.898  0.46
Br -5.105 2.935 -14.135  0.01
Br -2.356 3.231 -12.563  -0.01
Br -3.341 0.355 -13.513  0.00
H -2.804 2.374 -14.834  -0.43
C -1.308 1.847 -18.048  -0.34
Br -1.657 3.439 -17.020  -0.03
Br 0.304 0.970 -17.468  0.01
Br -2.818 0.655 -18.025  0.00
H -1.155 2.156 -19.072  0.34
C 7.067 -11.851 5.700  -0.36
Br 7.653 -12.512 3.991  0.02
Br 8.069 -10.295 6.236  -0.03
Br 5.173 -11.509 5.722  0.00
H 7.264 -12.624 6.430  0.35
C 4.401 -2.413 -2.281  -0.40
Br 3.151 -2.397 -3.748  -0.07
Br 4.418 -0.718 -1.362  0.05
Br 4.061 -3.872 -1.079  -0.01
H 5.386 -2.559 -2.700  0.44
C -8.167 4.216 4.921  -0.33
Br -7.182 3.343 6.327  -0.02
Br -7.200 5.722 4.211  0.00
Br -8.671 2.976 3.536  0.00
H -9.079 4.597 5.359  0.35
C -3.347 -5.476 -0.219  -0.29
Br -5.093 -4.851 -0.734  -0.03
Br -2.684 -4.515 1.317  -0.01
Br -3.320 -7.374 0.072  -0.02
H -2.677 -5.266 -1.040  0.31
C 2.248 7.386 0.128  -0.40
Br 3.209 6.027 -0.833  -0.05
Br 0.399 6.899 0.425  0.04
Br 3.132 7.865 1.770  -0.02
H 2.241 8.269 -0.496  0.38

Calculated values
charge	+1
Kohn-Sham gap	7.5	eV

***

4.
C36H51GaGeN5O5PS | the ωB97M-V functional and the def2-TZVPD basis

Last column: Mulliken spin population.
Element x y z (Å)
Ga 11.220 15.410 9.152  0.13
N 11.565 13.804 10.402  0.00
C 12.002 14.277 11.748  0.01
C 13.395 14.893 11.603  0.00
C 13.362 16.235 10.901  0.00
N 13.022 16.012 9.467  0.03
H 10.792 13.185 10.388  0.00
H 12.314 13.283 9.949  0.00
H 12.086 13.380 12.371  0.00
H 11.274 14.916 12.131  0.00
H 13.952 14.128 11.074  0.00
H 13.912 15.034 12.546  0.00
H 14.309 16.786 11.101  0.00
H 12.587 16.866 11.285  -0.04
H 13.601 15.305 8.965  -0.01
H 13.096 16.933 8.971  0.02
O 10.090 13.034 6.457  0.00
C 10.731 13.952 6.842  0.02
N 11.190 14.940 7.291  0.03
C 5.271 15.080 9.108  0.00
C 6.550 14.465 8.546  0.00
C 6.191 13.148 7.877  0.00
C 7.257 15.596 7.693  0.01
O 7.460 14.047 9.602  0.00
P 8.280 14.937 10.679  0.06
O 7.444 15.970 11.336  0.00
O 9.492 15.502 10.003  0.07
O 8.866 13.727 11.629  0.00
C 8.251 13.372 12.961  0.00
C 9.264 12.320 13.507  0.00
C 6.815 12.754 12.636  0.00
C 8.291 14.566 13.936  0.00
H 4.523 15.262 8.339  0.00
H 5.502 15.939 9.766  0.00
H 4.744 14.247 9.645  0.00
H 5.664 13.260 6.898  0.00
H 5.511 12.625 8.459  0.00
H 7.071 12.511 7.769  0.00
H 6.592 15.918 6.912  0.00
H 8.243 15.299 7.280  0.00
H 7.369 16.460 8.344  0.00
H 9.401 11.530 12.743  0.00
H 9.034 12.020 14.540  0.00
H 10.211 12.782 13.675  0.00
H 6.912 11.826 12.089  0.00
H 6.262 13.509 12.045  0.00
H 6.321 12.468 13.506  0.00
H 9.017 15.249 13.524  0.00
H 8.679 14.270 14.926  0.00
H 7.354 15.167 13.820  0.00
C 11.620 18.549 13.823  0.05
C 12.452 19.173 12.940  -0.02
C 12.101 19.174 11.614  0.10
C 10.882 18.620 11.167  0.14
C 10.095 17.917 12.074  -0.01
C 10.490 17.914 13.411  -0.03
Ge 10.455 18.525 9.329  0.26
C 8.636 18.723 8.870  0.09
C 8.406 18.928 7.492  0.03
C 7.127 19.006 6.927  -0.01
C 6.054 18.910 7.824  0.04
C 6.283 18.723 9.153  -0.02
C 7.556 18.556 9.700  0.01
C 11.543 19.573 8.134  0.08
C 12.285 18.984 7.104  -0.01
C 13.037 19.759 6.193  0.01
C 13.023 21.119 6.254  0.00
C 12.146 21.718 7.140  0.00
C 11.447 20.948 8.057  0.00
H 11.903 18.492 14.893  0.00
H 13.377 19.622 13.247  0.00
H 12.847 19.591 10.917  0.00
H 9.153 17.517 11.834  0.00
H 9.857 17.465 14.139  0.00
H 9.161 18.967 6.716  -0.01
H 7.001 19.169 5.876  0.00
H 5.034 19.122 7.555  0.00
H 5.434 18.746 9.784  0.00
H 7.518 18.273 10.756  0.01
H 12.384 17.950 7.019  -0.02
H 13.744 19.113 5.633  0.00
H 13.735 21.707 5.742  0.00
H 12.069 22.824 7.210  0.00
H 10.858 21.473 8.836  0.00
C 10.918 8.865 5.233  0.00
C 10.890 9.664 6.526  0.00
C 9.955 9.651 7.503  0.00
C 10.140 10.613 8.510  0.00
N 11.111 11.437 8.583  0.00
C 12.099 11.392 7.662  0.00
S 13.476 12.407 7.739  0.00
N 11.851 10.613 6.563  0.00
C 9.105 10.722 9.646  0.00
H 10.315 7.972 5.331  0.00
H 11.968 8.670 4.967  0.00
H 10.519 9.651 4.532  0.00
H 9.157 8.968 7.537  0.00
H 12.599 10.619 5.910  0.00
H 8.794 11.774 9.633  0.00
H 9.604 10.581 10.574  0.00
H 8.251 10.055 9.467  0.00

Calculated values
relative energy (zero: lowest compared OMol25 entry of this formula, charge and spin)	35.1	kcal per mole
charge	+1
multiplicity	2
Kohn-Sham gap (spin up / spin down)	7.7 / 6.6	eV

***

Number 1: DFT total energy -117181.1834 eV. Number 2: DFT total energy -100621.3095 eV. Number 3: DFT total energy -2896385.7263 eV. Number 4: DFT total energy -184862.6944 eV.